Record 1
Molecular formula: C19H15N4O6S3Y
Method: DFT, ωB97M-V/def2-TZVPD

DFT total energy: -2636.54179 Ha
total charge: 0
largest force on an atom: 0.050 hartree/bohr
orbital gap (spin up / spin down): 6.938 / 6.939 eV

```
48
Properties=species:S:1:pos:R:3:nbo_charge:R:1
Y 0.8273 -1.1364 -0.1867 2.035
S 3.3376 -0.4344 -1.2667 -0.359
S 0.5985 -1.4029 2.7475 2.367
S 0.7910 -4.0488 -0.1412 2.343
O 1.8480 -1.2658 1.9551 -1.023
O 0.6752 -0.8085 4.0588 -0.878
O 0.7786 -5.2319 -0.9812 -0.898
O 2.0319 -3.2458 -0.2030 -0.991
O -0.3673 -3.1188 -0.4857 -1.050
O -0.4574 -0.9188 1.7833 -1.032
N 4.2780 1.9051 -0.5485 -0.781
N 0.8170 1.3231 -0.4288 -0.342
N -1.1731 -0.1905 -1.4785 -0.540
N 2.0200 1.9630 -0.4401 -0.459
C -3.1224 -0.4749 -2.7510 -0.249
C -0.7635 4.0658 -2.0719 -0.186
C -2.6681 1.6564 -1.7246 -0.229
C 0.0592 6.1884 -1.3487 -0.185
C -1.9925 -0.9865 -2.1904 0.066
C -1.4097 1.1299 -1.2964 0.177
C 3.1159 1.2291 -0.7305 0.325
C 0.5931 5.5944 -0.1815 -0.225
C -0.2827 3.4291 -0.8939 -0.126
C -3.5522 0.7775 -2.3400 -0.140
C -0.5730 5.4230 -2.3109 -0.230
C 0.4355 4.2408 0.0311 -0.148
C 0.1880 -5.6075 1.9564 -0.200
C -0.3735 -5.9311 3.1882 -0.195
C 0.5279 -4.3023 1.6935 -0.266
C 0.2936 -3.2912 2.6676 -0.267
C -0.7491 -4.9796 4.0549 -0.187
C -0.3113 -3.6456 3.8536 -0.191
C -0.3077 1.9550 -0.7448 0.246
H -3.6920 -1.1085 -3.4609 0.234
H -4.5501 1.1141 -2.6828 0.229
H 0.3972 -6.3244 1.1830 0.254
H 5.1850 1.4717 -0.6625 0.416
H -1.1401 3.3953 -2.8511 0.210
H 1.2220 6.1737 0.5061 0.221
H 4.1851 2.8675 -0.2280 0.403
H -1.6892 -2.0131 -2.3433 0.234
H -0.9581 5.8727 -3.2137 0.219
H -0.5127 -6.9792 3.4769 0.224
H -1.4236 -5.1687 4.8540 0.222
H -0.4528 -2.8555 4.5890 0.246
H 0.1526 7.2495 -1.5347 0.215
H 1.0272 3.7184 0.8204 0.242
H -2.8634 2.7275 -1.6971 0.247
```

Record 2
Molecular formula: C19H16AuCl2NO2
Method: DFT, ωB97M-V/def2-TZVPD

DFT total energy: -1994.93224 Ha
total charge: 0
largest force on an atom: 0.002 hartree/bohr
energy above the lowest of the compared OMol25 structures with the same formula, charge and spin: 0.00 kcal/mol
orbital gap: 6.090 eV

```
41
Properties=species:S:1:pos:R:3:nbo_charge:R:1
Au 1.6435 -0.7560 0.2851 0.662
Cl 2.9124 -7.8847 -0.6953 -0.018
Cl 5.5933 -3.2532 -1.0709 0.004
O 0.3178 0.8184 0.5659 -0.604
O 3.1634 -2.0383 -0.0286 -0.785
N 0.8172 -3.3679 0.6552 -0.442
C -2.3309 4.4217 -1.0922 -0.241
C -1.6331 3.2396 -1.2506 0.064
C -0.4429 -5.3881 0.8479 -0.268
C 3.0566 -3.3257 -0.1666 0.408
C -3.1213 6.3791 0.2642 -0.637
C -2.3759 5.0832 0.1324 0.067
C 1.8070 -5.4795 0.0125 -0.108
C -0.9609 2.6904 -0.1343 -0.171
C 2.9450 -6.1549 -0.4850 -0.065
C -0.9949 3.3443 1.1166 0.080
C -1.7057 4.5318 1.2159 -0.237
C -0.2936 2.8237 2.3381 -0.636
C -0.2828 -3.9955 0.9763 0.049
C -1.6281 2.5807 -2.6078 -0.648
C 1.8668 -4.0726 0.1731 0.079
C -0.2304 1.4561 -0.3354 0.433
C 4.0751 -5.4630 -0.8013 -0.207
C 0.6009 -6.1233 0.3672 -0.131
C 4.1260 -4.0716 -0.6445 -0.155
H -1.7350 5.0435 2.1706 0.213
H -2.5850 7.1779 -0.2520 0.232
H 0.7653 2.6504 2.1495 0.241
H -0.3946 3.5373 3.1539 0.213
H -2.0754 1.5863 -2.5786 0.227
H 4.9453 -5.9804 -1.1803 0.238
H -1.3772 -5.8540 1.1296 0.219
H -0.6194 2.4814 -3.0111 0.228
H -4.1112 6.3071 -0.1871 0.227
H -3.2354 6.6688 1.3071 0.222
H -1.0943 -3.3865 1.3628 0.186
H -2.8538 4.8451 -1.9420 0.212
H -2.2031 3.1806 -3.3099 0.227
H -0.1657 1.0763 -1.3583 0.156
H 0.5234 -7.1957 0.2534 0.228
H -0.7085 1.8667 2.6547 0.240
```

Record 3
Molecular formula: C19H16AuN4S2
Method: DFT, ωB97M-V/def2-TZVPD

DFT total energy: -1884.48775 Ha
total charge: +1
largest force on an atom: 0.034 hartree/bohr
energy above the lowest of the compared OMol25 structures with the same formula, charge and spin: 16.65 kcal/mol
orbital gap (spin up / spin down): 5.454 / 5.456 eV

```
42
Properties=species:S:1:pos:R:3:nbo_charge:R:1
Au -0.4456 0.5573 -0.9296 1.007
S 0.9485 1.9961 -2.2131 -0.119
S -2.4671 -0.1037 -2.0679 -0.044
N -0.9709 -0.6464 0.8151 -0.487
N 1.4379 0.2569 0.1442 -0.270
N 3.5481 2.0785 -1.9009 -0.752
N 2.5482 0.7868 -0.3443 -0.398
C -4.7633 1.2429 -2.4598 -0.227
C -5.5322 2.3418 -2.7994 -0.189
C 4.9326 -2.6721 2.4292 -0.170
C -2.2080 -0.9342 1.2039 0.080
C -0.0913 -1.9021 2.6167 -0.206
C -3.3692 1.3269 -2.5078 -0.222
C 0.0979 -1.1120 1.4902 0.166
C -4.9218 3.5266 -3.1857 -0.200
C 1.4327 -0.6977 1.0167 0.218
C -2.4605 -1.7430 2.2976 -0.226
C 2.6586 -1.3628 1.5012 -0.071
C 4.8845 -1.2858 2.4122 -0.207
C -3.5378 3.6021 -3.2591 -0.209
C -1.3796 -2.2333 3.0110 -0.114
C -2.7569 2.5097 -2.9265 -0.169
C 3.8573 -3.4083 1.9516 -0.209
C 3.7574 -0.6287 1.9479 -0.169
C 2.7264 -2.7597 1.4897 -0.198
C 2.4319 1.5522 -1.3916 0.302
H -5.2226 0.3118 -2.1519 0.221
H -1.6792 2.5576 -3.0000 0.199
H 5.7331 -0.7124 2.7607 0.230
H -3.4774 -1.9736 2.5784 0.251
H -6.6112 2.2775 -2.7570 0.227
H 1.9034 -3.3317 1.0796 0.219
H 4.4335 1.8323 -1.4909 0.426
H 3.7160 0.4502 1.9503 0.230
H 5.8085 -3.1811 2.8083 0.230
H -3.0713 4.5196 -3.5934 0.224
H 3.8986 -4.4892 1.9392 0.231
H -5.5268 4.3889 -3.4309 0.226
H 3.5243 2.6765 -2.7070 0.419
H 0.7600 -2.2381 3.1870 0.257
H -3.0089 -0.5158 0.6087 0.247
H -1.5376 -2.8609 3.8775 0.245
```

Record 4
Molecular formula: C19H16ClFN2O4S
Method: DFT, ωB97M-V/def2-TZVPD

DFT total energy: -2102.30756 Ha
total charge: 0
structure (SMILES): COC(=O)[C@](F)([C@H]1Cc2[nH]c3ccc(Cl)nc3c2C1)S(=O)(=O)c1ccccc1
largest force on an atom: 0.102 hartree/bohr
orbital gap: 8.564 eV

```
44
Properties=species:S:1:pos:R:3:nbo_charge:R:1
Cl 0.0974 -4.3841 6.4331 -0.002
S 0.4440 0.8074 -2.2881 2.048
F -1.6527 -0.4604 -1.3578 -0.319
O -2.0748 1.8311 -0.0800 -0.484
O 0.9866 -0.3251 -3.0910 -0.917
O 1.5660 1.7088 -1.9021 -0.894
O 0.0141 1.7829 0.8028 -0.563
N 3.0158 -1.8060 2.1694 -0.537
N 0.3762 -3.2269 4.0372 -0.403
C -0.8175 1.6946 -3.2772 -0.306
C 1.9582 -1.5824 1.3043 0.213
C -1.7052 0.9823 -4.1589 -0.162
C 2.4419 -3.5777 5.3231 -0.284
C -2.4160 2.8316 0.8851 -0.262
C 1.1511 -2.6465 3.1286 0.155
C 2.5102 -2.4740 3.2726 0.102
C -1.6841 3.7922 -4.0994 -0.216
C 0.2836 -1.0818 -0.2366 -0.214
C -2.5844 1.6972 -4.9685 -0.210
C 0.8127 -2.0554 1.8322 -0.124
C -0.8244 1.3467 0.0172 0.738
C -0.5147 0.1224 -0.8962 0.070
C -0.4070 -1.6757 1.0276 -0.393
C -0.7870 3.0929 -3.2906 -0.189
C 1.7823 -0.8283 0.0462 -0.465
C 1.0645 -3.7256 5.1306 0.159
C -2.5805 3.0800 -4.9143 -0.177
C 3.2081 -2.9435 4.3510 -0.184
H -1.7117 -0.0913 -4.2369 0.241
H 0.2819 -1.9158 -0.9760 0.252
H -2.2391 2.5066 1.9120 0.203
H -3.2974 1.1983 -5.6012 0.224
H -3.4448 3.1199 0.7584 0.203
H -0.0911 3.5852 -2.6145 0.248
H 1.9809 0.2532 0.2276 0.257
H -1.6478 4.8942 -4.1712 0.228
H 2.9036 -3.9892 6.2285 0.234
H -1.0239 -2.4962 0.7358 0.224
H 3.9731 -1.4630 2.0639 0.418
H 4.2941 -2.8320 4.4023 0.223
H -0.9954 -0.9191 1.5649 0.209
H 2.5028 -1.1741 -0.7016 0.242
H -1.8224 3.7270 0.7110 0.196
H -3.3273 3.6194 -5.5029 0.219
```

Record 5
Molecular formula: C19H16ClIO3SV
Method: DFT, ωB97M-V/def2-TZVPD

DFT total energy: -3059.36299 Ha
total charge: 0
2S+1: 2
expectation value of S²: 0.76
largest force on an atom: 0.025 hartree/bohr
orbital gap (spin up / spin down): 6.905 / 6.373 eV

```
42
Properties=species:S:1:pos:R:3:mulliken_spin:R:1
I -1.0363 1.5918 -1.0884 -0.006
V 0.5945 -0.1235 0.3178 1.086
Cl 3.8641 -3.2843 -1.1975 0.000
S -0.9720 -0.4573 2.5898 -0.020
O -0.4214 0.8375 1.9735 -0.003
O 1.6979 -1.1308 -0.9584 -0.004
O 0.5479 -2.2497 0.5627 0.011
C 4.0001 2.4752 1.0541 -0.001
C 0.4416 -1.3177 3.2729 -0.012
C 0.1278 3.1910 -0.3832 0.009
C 2.7521 -1.2791 3.8837 -0.008
C -0.3436 4.4533 -0.5628 -0.002
C 1.8220 1.5008 0.4014 -0.054
C 2.8079 -2.9770 0.2022 -0.004
C 1.3952 2.8618 0.1742 -0.009
C -1.6491 0.0562 4.1584 0.010
C 3.5474 3.7529 0.9166 0.001
C 1.6224 -2.0957 -0.1078 0.005
C 0.3689 -2.6811 3.5347 0.017
C 2.6905 -2.6347 4.1684 0.001
C 1.7284 5.3047 0.3087 0.000
C 3.1370 1.3757 0.8218 -0.032
C 1.6192 -0.6026 3.4313 0.013
C 0.4784 5.5393 -0.1758 0.000
C 2.2236 3.9820 0.4724 0.000
C 1.4968 -3.3353 3.9959 0.000
H 4.1889 4.6037 1.1271 0.000
H 2.4478 -3.9246 0.5827 0.000
H 3.4068 -2.4922 0.9703 0.000
H -0.8727 0.6203 4.6760 0.000
H 3.6819 -0.7359 4.0068 0.000
H -2.5245 0.6772 3.9589 0.000
H 0.1149 6.5527 -0.2988 0.000
H 3.5411 0.3831 1.0046 0.000
H -1.9310 -0.8385 4.7163 0.000
H 3.5758 -3.1553 4.5173 0.000
H -0.5496 -3.2302 3.3486 0.000
H 1.6568 0.4528 3.1891 0.003
H 2.3759 6.1362 0.5693 0.000
H -1.3130 4.6338 -1.0091 0.000
H 5.0234 2.3017 1.3718 0.000
H 1.4548 -4.3977 4.2048 0.000
```

Record 6
Molecular formula: C19H16ClIrN5O3S3SbSe4
Method: DFT, ωB97M-V/def2-TZVPD

DFT total energy: -12838.38609 Ha
total charge: -2
largest force on an atom: 0.015 hartree/bohr
energy above the lowest of the compared OMol25 structures with the same formula, charge and spin: 0.00 kcal/mol
orbital gap: 6.347 eV

```
53
Properties=species:S:1:pos:R:3:nbo_charge:R:1
Ir 0.3308 -0.7294 2.2225 0.615
Sb 0.4444 2.0729 5.3548 1.062
Se 2.1981 2.4877 6.9161 -0.688
Se 0.5166 -0.4198 4.6873 -0.019
Se -0.7799 3.6907 4.1079 -0.619
Se -1.3357 0.2991 6.0293 -0.356
Cl 0.6778 -3.0360 2.8700 -0.609
S 1.9677 1.5143 -0.8237 -0.240
S -0.5961 -2.4425 -0.2435 2.343
S 1.5252 1.2378 2.2085 0.062
O -1.6923 -2.2064 0.6497 -0.954
O 2.8189 3.0392 1.1531 -0.520
O -0.1699 -3.7968 -0.4557 -0.940
N 2.8272 -1.3509 0.8576 -0.488
N 2.2075 -2.5960 -1.0636 -0.506
N -5.5922 3.2038 0.1996 -0.413
N 0.6145 -1.4190 0.2358 -0.897
N -2.2435 -0.2402 -5.5316 -0.806
C 3.5129 3.7875 0.1702 -0.255
C -2.6207 -0.5219 -3.1482 -0.272
C -1.0818 -1.8009 -1.8250 -0.383
C -2.3606 1.8634 0.1302 -0.113
C -3.4923 1.8916 0.9454 -0.266
C -0.7221 -1.5710 -4.1834 -0.301
C 3.4509 -3.0316 -1.1559 0.090
C -2.2272 -1.0272 -1.9194 -0.152
C -4.6550 2.6245 0.5384 0.328
C -0.3288 -2.0782 -2.9575 -0.091
C 2.1276 1.9436 0.7641 0.019
C -2.3571 0.4850 2.5309 -0.265
C -1.2467 1.1397 0.5126 -0.300
C -3.4812 1.1933 2.1529 -0.154
C -1.2210 0.4327 1.7193 -0.015
C 4.0565 -1.8077 0.7378 0.104
C -1.8723 -0.7898 -4.2905 0.163
C 4.4402 -2.6994 -0.2527 -0.377
C 1.9128 -1.8097 -0.0182 0.590
H -3.5116 0.0926 -3.2193 0.203
H -0.3805 1.1196 -0.1363 0.241
H 4.0484 4.5539 0.7272 0.181
H -1.9442 -0.7931 -6.3200 0.363
H -2.7991 -0.8228 -1.0245 0.254
H -0.1293 -1.7719 -5.0697 0.194
H -3.2272 -0.0267 -5.5954 0.366
H 5.4478 -3.0816 -0.3307 0.204
H 0.5656 -2.6778 -2.8541 0.245
H -2.3615 2.4044 -0.8090 0.202
H -2.3719 -0.0401 3.4746 0.224
H 2.8171 4.2421 -0.5363 0.190
H -4.3505 1.2214 2.7982 0.208
H 3.6639 -3.6775 -2.0047 0.173
H 4.2056 3.1555 -0.3872 0.188
H 4.7741 -1.4305 1.4619 0.184
```

Record 7
Molecular formula: C19H16ClNO2
Method: DFT, ωB97M-V/def2-TZVPD

DFT total energy: -1399.07659 Ha
total charge: 0
structure (SMILES): O=C1C[C@H](c2ccccc2)CC(O)=C1/C=N/c1cccc(Cl)c1
largest force on an atom: 0.018 hartree/bohr
orbital gap: 8.670 eV

```
39
Properties=species:S:1:pos:R:3:nbo_charge:R:1
Cl 1.0293 5.6624 -5.0489 0.006
O -1.3897 1.0455 -0.9853 -0.642
O 2.5278 -1.2674 0.2100 -0.569
N 0.7656 1.4545 -2.2582 -0.556
C -1.5071 -0.4746 0.8386 -0.471
C 0.5383 -1.7564 1.4341 -0.498
C -2.0242 -2.8018 2.8191 -0.237
C 0.6120 -0.0701 -0.4468 -0.405
C -2.7202 -3.4526 3.8213 -0.202
C -1.3582 -1.6091 3.0766 0.067
C -2.1022 -1.7346 5.3669 -0.203
C 2.5409 3.4649 -5.4505 -0.250
C 1.5546 4.0569 -4.6760 -0.013
C -2.7617 -2.9209 5.0990 -0.215
C -0.7248 0.1913 -0.2463 0.535
C -1.4067 -1.0855 4.3617 -0.226
C 1.3484 -1.0341 0.3759 0.590
C -0.5919 -0.8912 1.9932 -0.245
C 2.3936 1.4915 -4.0836 -0.270
C 0.9765 3.3870 -3.6160 -0.270
C 1.3413 0.6113 -1.4813 0.189
C 2.9477 2.1765 -5.1473 -0.180
C 1.4079 2.0969 -3.3020 0.234
H -2.2928 0.2039 1.1768 0.243
H -3.2316 -4.3790 3.6044 0.214
H 2.9750 4.0018 -6.2785 0.229
H -2.1281 -1.3126 6.3606 0.215
H 3.7077 1.7034 -5.7508 0.220
H -3.3049 -3.4298 5.8811 0.215
H -2.0010 -3.2339 1.8291 0.205
H -2.0001 -1.3556 0.4163 0.234
H 2.7022 0.4802 -3.8654 0.219
H -0.7402 1.4264 -1.6708 0.513
H -0.1490 0.0144 2.4231 0.214
H 2.4070 0.3819 -1.5360 0.203
H 0.2111 3.8542 -3.0169 0.231
H 1.2137 -2.0805 2.2277 0.242
H 0.1268 -2.6554 0.9663 0.226
H -0.8930 -0.1597 4.5792 0.209
```

Record 8
Molecular formula: C19H16F4O5
Method: DFT, ωB97M-V/def2-TZVPD

DFT total energy: -1509.24310 Ha
total charge: 0
structure (SMILES): COC(=O)C(OC)(C(=O)OC)C(c1cc(F)cc(F)c1)c1cc(F)cc(F)c1
largest force on an atom: 0.032 hartree/bohr
energy above the lowest of the compared OMol25 structures with the same formula, charge and spin: 0.00 kcal/mol
orbital gap: 10.099 eV

```
44
Properties=species:S:1:pos:R:3:nbo_charge:R:1
F 2.4446 -4.7942 -0.6300 -0.329
F -4.0833 1.2100 -1.4946 -0.329
F 5.0143 -0.7631 -0.7966 -0.331
F -3.6333 -3.4504 -0.6256 -0.329
O -0.8749 1.2886 2.6474 -0.543
O -2.2058 -0.3587 1.8936 -0.531
O 2.3400 -0.3336 2.4003 -0.501
O 1.4777 1.5162 1.4142 -0.599
O 0.3046 -1.8534 1.7268 -0.535
C -3.2814 0.1022 -1.3261 0.424
C -3.8833 -1.1469 -1.2019 -0.363
C 0.1659 -0.4983 1.3607 0.082
C 1.3968 -1.2930 -0.5699 0.036
C 3.7774 -2.8004 -0.6772 -0.354
C 2.5267 -3.4149 -0.6842 0.426
C 3.7954 -1.4069 -0.7428 0.398
C -1.1527 -0.7791 -0.6743 0.048
C 1.3448 -2.6767 -0.7475 -0.271
C -0.4215 -2.3812 2.8523 -0.262
C -3.0700 -2.2077 -0.8287 0.428
C 3.6436 0.2781 2.4734 -0.263
C -1.7122 -2.0494 -0.5504 -0.295
C 1.3839 0.3534 1.7639 0.807
C -1.0085 0.2618 2.0205 0.786
C 2.6314 -0.6514 -0.7238 -0.262
C -1.9200 0.2898 -1.1508 -0.299
C 0.2114 -0.4447 -0.1741 -0.287
C -3.3910 0.3843 2.2500 -0.262
H -4.2235 -0.3151 2.1271 0.203
H -4.9542 -1.2720 -1.3186 0.252
H 0.4055 -3.1727 -0.9647 0.230
H 4.3462 -0.5516 2.4163 0.199
H 3.8192 0.9732 1.6493 0.208
H -1.1188 -2.8999 -0.2286 0.240
H -1.4663 -2.0498 2.7807 0.203
H -1.4454 1.2540 -1.3312 0.239
H 0.0402 -2.0666 3.8016 0.183
H -3.5335 1.2401 1.5744 0.201
H -3.3279 0.7292 3.2908 0.204
H 4.6896 -3.3816 -0.6271 0.250
H 3.7222 0.8014 3.4269 0.196
H 2.6570 0.4290 -0.8683 0.239
H 0.4117 0.5998 -0.4147 0.259
H -0.3865 -3.4765 2.7640 0.203
```